# 1
Below is a cluster of 2 separate species, C7H8N2O3 in total at a distorted geometry, with properties calculated with the ωB97M-V functional and the def2-TZVPD basis.

As for the HOMO energy (spin up / spin down): -8.2 / -8.2 eV. The calculation puts the HOMO-LUMO gap (spin up / spin down) at 7.57 / 7.57 eV. The calculation puts the molar mass at 168.15 g/mol. As for the spin multiplicity: 1. Its lowest unoccupied orbital energy (spin up / spin down) is -0.6 / -0.6 eV.

Geometry (Å):
C 2.51 1.21 -0.27
C 1.57 1.63 0.68
C 2.29 0.15 -1.12
C 0.59 0.76 1.07
C 1.17 -0.63 -0.83
C 0.31 -0.40 0.25
C -0.94 -1.13 0.34
N -1.82 -1.10 1.44
N -2.11 0.50 -0.73
O -2.97 1.06 -0.03
O -1.88 0.87 -1.82
O -0.98 -2.18 -0.43
H 3.24 1.87 -0.67
H 1.90 2.41 1.35
H 2.87 -0.01 -2.00
H -0.05 1.06 1.86
H 1.04 -1.46 -1.40
H -2.40 -0.27 1.35
H -2.53 -1.81 1.42
H -1.82 -2.54 -0.47

***

# 2
Below is a cluster of 2 separate species, C7H8N2O3 in total at a distorted geometry, with properties calculated with the ωB97M-V functional and the def2-TZVPD basis.

As for the HOMO energy: -9.5 eV. The calculation puts the HOMO-LUMO gap at 10.03 eV. The calculation puts the molar mass at 168.15 g/mol. Its SMILES is C=C(CC#[N+][O-])COC#N.C=O. As for the spin multiplicity: 1. Its lowest unoccupied orbital energy is 0.5 eV.

Geometry (Å):
C 0.10 0.34 1.61
C 1.47 -2.09 0.46
C -1.23 -0.44 -0.33
C -2.05 0.20 -1.15
C 1.58 2.45 -1.01
C -1.19 -0.12 1.15
C -0.35 -1.55 -0.85
N 1.89 -2.73 1.31
N 1.12 0.54 2.12
O 0.49 2.03 -1.25
O 2.17 0.87 2.56
O 1.03 -1.39 -0.50
H -2.10 -0.04 -2.19
H -2.69 0.99 -0.80
H 1.90 3.46 -1.32
H 2.34 1.87 -0.46
H -1.48 -1.01 1.72
H -1.92 0.67 1.35
H -0.71 -2.52 -0.48
H -0.37 -1.54 -1.94

***

# 3
Below is the molecule C7H8N2S at a distorted geometry, with properties calculated with the ωB97M-V functional and the def2-TZVPD basis.

As for the HOMO energy: -8.6 eV. The calculation puts the HOMO-LUMO gap at 9.09 eV. The calculation puts the molar mass at 152.22 g/mol. Its SMILES is C=C/C=C\N=C(/S)CC#N. As for the spin multiplicity: 1. Its lowest unoccupied orbital energy is 0.5 eV.

Geometry (Å):
C -2.57 -2.28 0.61
C 1.71 0.53 -1.29
C 2.09 1.47 -0.25
C 0.77 -0.42 -1.28
C 1.95 1.32 1.06
C -1.17 -0.39 0.12
C -1.94 -1.12 1.19
N -3.06 -3.19 0.13
N -0.06 -0.81 -0.26
S -2.01 1.06 -0.51
H 2.29 0.62 -2.20
H 2.58 2.37 -0.62
H 0.66 -1.07 -2.14
H 1.51 0.43 1.48
H 2.29 2.06 1.76
H -2.71 -0.47 1.62
H -1.26 -1.46 1.97
H -1.06 1.35 -1.40

***

# 4
Below is the molecule C7H8N2S at a distorted geometry, with properties calculated with the ωB97M-V functional and the def2-TZVPD basis.

As for the HOMO energy: -7.7 eV. The calculation puts the HOMO-LUMO gap at 6.53 eV. The calculation puts the molar mass at 152.22 g/mol. As for the spin multiplicity: 1. Its lowest unoccupied orbital energy is -1.2 eV.

Geometry (Å):
C 1.29 -0.37 -0.82
C 0.73 -0.22 0.32
C 0.58 -0.15 1.67
C -1.83 0.14 0.23
C 1.85 -0.34 2.51
C -1.50 0.37 -2.29
C -1.93 0.91 -0.82
N 1.90 -0.55 -1.82
N -0.45 -0.14 2.48
S -1.96 -0.20 1.86
H 2.31 -1.39 2.50
H 2.68 0.21 2.05
H 1.66 -0.03 3.58
H -1.51 -0.69 -2.28
H -0.44 0.59 -2.49
H -2.26 0.63 -3.08
H -2.55 1.82 -0.79
H 1.44 -0.58 -2.81

***

# 5
Below is a cluster of 2 separate species, C7H8N3 in total at a distorted geometry, with properties calculated with the ωB97M-V functional and the def2-TZVPD basis.

As for the HOMO energy (spin up / spin down): -13.9 / -13.9 eV. The calculation puts the HOMO-LUMO gap (spin up / spin down) at 7.28 / 7.28 eV. The calculation puts the molar mass at 134.16 g/mol. The charge is +1. As for the spin multiplicity: 1. Its lowest unoccupied orbital energy (spin up / spin down) is -6.6 / -6.6 eV.

Geometry (Å):
C 2.30 0.97 -0.17
C 2.20 -0.18 -0.90
C 1.38 1.30 0.85
C 1.06 -0.96 -0.80
C 0.22 0.60 0.92
C 0.03 -0.61 0.14
C -1.00 -1.44 0.41
N -1.94 1.67 -0.60
N -2.64 0.81 -0.45
N -3.42 0.04 0.04
H 3.24 1.60 -0.30
H 2.96 -0.43 -1.61
H 1.53 1.97 1.66
H 0.94 -1.77 -1.41
H -0.56 0.75 1.67
H -0.95 -2.35 -0.07
H -1.73 -1.15 1.11
H -3.64 -0.83 -0.51

***

# 6
Below is the ion C7H8N3O2 with charge -1 at a distorted geometry, with properties calculated with the ωB97M-V functional and the def2-TZVPD basis.

As for the HOMO energy: -3.9 eV. The calculation puts the HOMO-LUMO gap at 7.86 eV. The calculation puts the molar mass at 166.16 g/mol. Its SMILES is [H]/N=N/N[C@@]1(C(=O)[O-])C=CC=CC1. The charge is -1. As for the spin multiplicity: 1. Its lowest unoccupied orbital energy is 3.9 eV.

Geometry (Å):
C -0.74 1.94 -0.97
C 0.60 1.93 -0.45
C -1.53 0.83 -0.89
C 1.07 0.85 0.24
C -0.75 0.90 1.88
C -1.12 -0.38 -0.12
C 0.08 0.01 0.74
N 1.37 -3.23 1.90
N 1.22 -2.29 1.08
N 0.75 -1.18 1.56
O -1.30 0.16 2.73
O -0.69 2.11 1.74
H -1.04 2.82 -1.55
H 1.35 2.66 -0.57
H -2.38 0.71 -1.48
H 2.04 0.97 0.71
H -1.87 -0.69 0.61
H -0.86 -1.29 -0.67
H 1.92 -4.02 1.58
H 0.28 -1.30 2.39

***

The records above give, respectively, DFT total energy values of -606.62716, -606.57680, -779.16274, -779.00468, -435.40622, -586.22823 a.u..
The records above give, respectively, energy above the lowest of the compared OMol25 structures with the same formula, charge and spin values of 103.0, 134.6, 47.1, 146.3, 67.2, 41.4 kcal/mol.